(1)
Molecular formula: C36H49CdN5P2Si
Method: DFT, ωB97M-V/def2-TZVPD

Positions of all 94 atoms, in Å:
Cd -0.28 -1.76 -1.07
P 1.54 -1.74 -2.75
P -1.88 -1.23 -2.80
Si 1.10 0.35 5.41
N 2.84 -0.55 -2.67
N -0.29 -0.63 5.09
N 2.55 -3.01 -3.52
N -2.01 0.49 -3.33
N -3.53 -1.67 -3.21
C 0.38 -2.41 0.84
C 3.21 -5.11 -4.08
C 1.69 2.89 -0.39
C -1.65 1.07 -4.55
C 2.22 0.21 3.92
C 0.81 1.90 0.31
C -1.99 -0.65 6.82
C 4.47 0.86 -3.39
C -0.67 2.34 0.36
C -2.17 2.75 -3.11
C 3.25 0.28 -3.72
C -0.87 -1.86 -4.21
C 4.83 0.38 -2.09
C -3.98 -2.99 -3.06
C -2.36 1.53 -2.46
C 3.83 -0.48 -1.67
C -4.35 -1.05 -4.19
C -2.42 -1.58 4.58
C 0.81 4.27 2.20
C -3.32 -0.85 7.15
C -1.15 2.76 1.72
C -5.22 -2.00 -4.69
C 3.00 -2.98 -4.85
C 1.96 -0.20 6.98
C 0.79 4.92 0.79
C 0.54 -1.20 -4.22
C -4.21 -1.41 6.21
C 1.62 4.22 -0.25
C -1.49 -0.94 5.49
C 2.71 -4.33 -3.06
C -5.00 -3.22 -3.97
C -1.73 2.45 -4.44
C 3.38 -4.26 -5.23
C 0.54 2.14 5.64
C -3.74 -1.78 4.93
C -0.46 3.56 2.56
H -0.26 5.04 0.45
H -2.74 1.30 -1.47
H -3.67 -0.57 8.14
H 0.87 0.95 -0.24
H 3.69 -1.03 -0.75
H -2.02 -1.88 3.61
H 2.87 1.09 3.81
H 5.03 1.55 -4.01
H -3.53 -3.63 -2.32
H -1.28 -0.23 7.54
H 2.42 -4.57 -2.04
H 1.18 1.67 1.32
H -0.28 -1.90 1.56
H 2.88 -0.67 4.01
H 2.45 2.44 -1.04
H -0.81 -2.94 -4.01
H 0.27 -3.50 0.95
H 2.98 -2.06 -5.42
H 1.65 0.09 2.99
H -2.34 3.73 -2.69
H 0.44 -0.10 -4.13
H 2.62 -1.06 6.79
H -5.92 -1.84 -5.51
H -1.33 0.45 -5.38
H -1.40 -1.75 -5.16
H 1.05 -1.41 -5.18
H 2.63 0.40 -4.59
H -0.84 3.15 -0.37
H 1.68 3.60 2.29
H -5.25 -1.57 6.47
H 5.73 0.63 -1.55
H -1.30 1.50 0.02
H 1.25 -0.50 7.76
H 3.68 -4.56 -6.22
H -0.31 2.21 6.34
H -1.53 3.17 -5.23
H 1.43 -2.09 0.97
H -4.43 -2.22 4.22
H 0.21 2.58 4.69
H -5.53 -4.15 -4.12
H -0.85 3.76 3.56
H -4.22 -0.01 -4.42
H 1.18 5.94 0.91
H 2.57 0.62 7.37
H 2.21 4.89 -0.88
H 3.41 -6.17 -4.04
H -2.14 2.39 2.02
H 1.35 2.76 6.03
H 1.00 5.07 2.94

The highest occupied orbital energy (spin up / spin down) is -7.92 / -5.45 eV. The HOMO-LUMO gap (spin up / spin down) comes out at 7.529 / 4.155 eV. Its total charge is 0. The calculation puts the LUMO energy (spin up / spin down) at -0.39 / -1.30 eV.

(2)
Molecular formula: C6H7NO
Method: DFT, ωB97M-V/def2-TZVPD

Positions of all 15 atoms, in Å:
O -1.23 1.36 -1.80
N -0.89 -0.63 0.97
C -1.15 0.27 -0.96
C 0.44 -0.53 0.40
C 0.21 0.33 -0.74
C -1.86 -0.23 0.02
C 0.29 1.15 -1.98
C 1.48 -0.69 1.51
H 0.92 2.09 -1.67
H 1.57 -1.67 1.55
H 2.58 -0.48 1.27
H -2.95 -0.45 0.18
H -0.88 -1.03 1.74
H 1.01 -0.15 2.41
H 0.45 0.65 -2.89

The highest occupied orbital energy is -7.86 eV. The HOMO-LUMO gap comes out at 8.726 eV. Its total charge is 0. The calculation puts the LUMO energy at 0.87 eV.

(3)
Molecular formula: C2HNO7S
Method: DFT, ωB97M-V/def2-TZVPD

Positions of all 12 atoms, in Å:
S -3.28 -0.46 -0.06
O -3.77 -0.18 1.31
O 3.20 1.31 -0.87
O -3.37 -1.84 -0.44
O -0.46 -0.28 0.35
O 3.91 0.17 0.86
O 0.50 0.98 -1.26
O -3.92 0.43 -1.01
N 2.99 0.48 0.00
C 1.85 -0.05 0.27
C 0.54 0.21 -0.30
H 1.81 -0.75 1.14

The highest occupied orbital energy (spin up / spin down) is -0.77 / -0.61 eV. The HOMO-LUMO gap (spin up / spin down) comes out at 5.730 / 4.689 eV. Its total charge is -2. The calculation puts the LUMO energy (spin up / spin down) at 4.96 / 4.08 eV.

(4)
Molecular formula: C7H12N2O6
Method: DFT, ωB97M-V/def2-TZVPD

Positions of all 27 atoms, in Å:
O -0.18 -1.32 -2.46
O -2.84 -0.01 -0.33
O 2.99 -1.62 1.01
O 0.29 1.69 1.46
O 0.73 -1.48 1.01
O 0.76 0.32 -3.57
N -0.31 0.52 -0.47
N -1.41 0.75 3.03
C 2.07 0.14 -0.23
C -1.61 0.36 1.60
C 0.54 -0.39 -2.43
C -0.40 0.99 0.79
C 0.94 0.47 -1.24
C 1.80 -1.03 0.63
C -2.89 0.82 0.89
H -3.22 -0.84 0.06
H -1.06 1.67 3.17
H -1.01 -0.22 -0.69
H 0.55 -0.26 -4.30
H 2.95 -0.02 -0.83
H 2.26 1.07 0.35
H -1.53 -0.73 1.58
H -0.96 0.09 3.59
H -3.73 0.57 1.55
H 2.67 -2.38 1.54
H 1.16 1.49 -1.66
H -2.82 1.88 0.65

The highest occupied orbital energy is -8.74 eV. The HOMO-LUMO gap comes out at 9.248 eV. Its total charge is 0. The SMILES is N[C@@H](CO)C(=O)N[C@@H](CC(=O)O)C(=O)O. The calculation puts the LUMO energy at 0.51 eV.

(5)
Molecular formula: C41H91FN4O7
Method: DFT, ωB97M-V/def2-TZVPD

Positions of all 144 atoms, in Å:
F 1.61 3.88 1.96
O -9.96 -4.02 0.62
O 3.59 3.18 -8.10
O 3.25 0.95 1.53
O 3.61 8.99 5.83
O -5.25 -0.56 -0.68
O 5.88 0.83 -0.56
O 2.75 -4.45 1.82
N 1.71 6.81 5.70
N 1.98 -5.63 4.35
N -4.87 -3.42 -0.48
N -9.57 -6.88 0.82
C -6.21 -1.38 0.00
C -6.89 -3.09 -1.81
C 4.83 3.49 -2.21
C 6.07 -0.89 2.95
C 2.68 2.91 -3.86
C -11.60 -6.54 -0.51
C -10.93 -6.31 0.85
C -10.92 -4.83 1.30
C 1.40 3.29 3.31
C 3.93 5.80 5.68
C 4.31 2.95 -3.67
C 3.39 -7.27 3.22
C -0.45 1.13 -1.93
C 4.65 2.29 -7.56
C 4.70 8.72 6.70
C -10.36 -3.61 -0.68
C 1.34 -2.20 -0.86
C 3.41 0.33 0.20
C 2.97 -2.01 -1.08
C -1.05 -1.57 -1.92
C 2.97 6.74 4.95
C 0.53 -1.86 -2.25
C 2.72 3.68 -7.02
C 3.69 -1.31 0.25
C 4.46 1.13 -0.80
C 4.12 -4.68 1.50
C -1.52 3.65 -2.20
C -5.65 -0.15 -1.98
C 1.95 -5.63 1.86
C 2.10 -6.47 3.15
C 3.55 8.14 4.68
C -0.85 2.53 -1.18
C -6.23 -2.86 -0.45
C 6.36 1.25 0.75
C 1.52 1.65 3.37
C 1.78 2.48 -6.41
C -1.38 -0.08 -1.32
C 2.40 1.78 -5.06
C 1.81 0.94 1.90
C 4.13 2.76 -0.91
C 6.35 0.03 1.90
H 2.25 3.73 4.01
H 2.11 -6.24 0.96
H -7.82 -2.51 -1.89
H -6.81 -3.42 0.29
H 0.31 3.58 3.66
H 3.52 -3.03 -1.33
H 2.35 0.43 -0.33
H 3.61 -7.76 2.26
H 1.59 1.03 -4.66
H 4.14 1.23 -7.42
H 0.56 -2.83 -2.92
H 0.91 -5.28 1.80
H 4.22 0.71 -1.89
H -9.18 -6.83 1.76
H -1.68 2.27 -0.37
H 5.55 -1.47 3.86
H 4.53 8.09 4.19
H 1.27 -7.20 3.16
H 4.53 -3.76 1.07
H -9.82 -2.68 -0.93
H 2.94 2.82 -0.95
H 4.72 3.72 -4.48
H 1.88 7.40 6.52
H 4.64 4.64 -2.11
H -12.52 -5.97 -0.59
H 0.08 3.00 -0.65
H 4.41 7.96 7.43
H -10.05 -4.36 -1.42
H 2.08 2.54 -2.93
H 3.59 4.76 5.57
H 3.39 4.22 -6.23
H 7.50 1.54 0.63
H -11.85 -7.60 -0.63
H 2.37 1.26 4.09
H 1.06 -5.19 4.36
H 2.00 4.49 -7.51
H 1.72 1.62 -7.23
H 3.38 1.15 -5.29
H 4.44 3.37 0.03
H 4.93 9.63 7.26
H 1.03 7.35 5.16
H 3.31 -8.06 3.98
H -5.92 -1.35 1.05
H -4.47 -3.37 0.46
H 4.94 5.87 5.26
H 2.89 8.65 3.98
H 1.02 -1.39 -0.06
H -2.51 0.16 -1.62
H 5.83 2.18 1.22
H 1.45 -0.19 1.87
H -7.21 -0.93 -0.06
H -1.72 -1.74 -2.87
H -11.52 -6.87 1.59
H 2.63 -4.85 4.24
H -6.24 -2.82 -2.65
H 2.31 3.98 -4.22
H -7.14 -4.15 -1.93
H 4.24 -5.49 0.78
H -10.63 -4.81 2.35
H 5.60 8.41 6.16
H 4.26 -6.66 3.50
H -1.34 -0.04 -0.14
H -8.99 -6.24 0.27
H 4.95 2.65 -6.47
H -5.12 0.77 -2.23
H 3.19 -1.26 -1.98
H 2.75 6.28 3.97
H -4.28 -2.78 -1.03
H -0.71 4.12 -2.94
H -0.59 1.26 -3.11
H 3.35 -1.81 1.26
H -10.95 -6.28 -1.35
H -2.38 3.08 -2.80
H 6.01 3.33 -2.20
H -5.35 -0.90 -2.71
H 0.68 2.82 -6.15
H 0.71 0.92 -1.72
H -6.72 0.04 -2.05
H 4.68 -4.89 2.41
H 4.85 -1.56 0.12
H 4.86 1.94 -3.89
H -1.39 -2.37 -1.12
H 3.99 6.00 6.75
H 1.13 1.51 1.12
H -11.92 -4.39 1.24
H 1.11 -3.31 -0.51
H 0.47 1.22 3.74
H 1.07 -1.02 -2.86
H -11.43 -3.42 -0.75
H -2.06 4.50 -1.59
H 5.60 2.23 -8.26

The highest occupied orbital energy is -9.11 eV. The HOMO-LUMO gap comes out at 9.601 eV. Its total charge is 0. The SMILES is C#CCO[C@H](CCCCCCCOC)[C@@H](CCCCCCCCC)OCCCF.COC[C@@H](C)N.COC[C@@H](C)N.COC[C@@H](C)N.COC[C@@H](C)N. The calculation puts the LUMO energy at 0.50 eV.

(6)
Molecular formula: C4H13NO2
Method: DFT, ωB97M-V/def2-TZVPD

Positions of all 20 atoms, in Å:
O 1.47 -1.67 3.30
O -0.92 0.19 3.52
N 0.40 0.09 -0.97
C -1.70 1.06 -0.93
C -0.75 0.40 -3.17
C -0.72 0.48 -1.68
C 1.68 -0.04 -1.62
H 2.41 -0.07 -0.81
H 2.18 -1.09 3.02
H -0.65 -0.65 -3.57
H -1.31 -0.39 2.85
H 0.54 0.35 0.00
H -1.80 0.33 -3.52
H 1.22 -1.89 4.20
H -0.09 -0.17 3.86
H 2.04 0.77 -2.23
H -1.63 0.96 0.13
H -2.70 1.22 -1.28
H 1.63 -0.91 -2.27
H -0.24 1.23 -3.65

The highest occupied orbital energy (spin up / spin down) is -14.13 / -14.13 eV. The HOMO-LUMO gap (spin up / spin down) comes out at 10.556 / 6.881 eV. Its total charge is +1. The expectation value of S² is 0.772. The spin multiplicity is 2. The calculation puts the LUMO energy (spin up / spin down) at -3.57 / -7.24 eV.

(7)
Molecular formula: C3H3Li2O3
Method: DFT, ωB97M-V/def2-TZVPD

Positions of all 11 atoms, in Å:
O 2.58 -1.12 -0.30
O 0.31 0.59 -0.28
O -2.19 1.53 0.45
C 1.96 -0.30 -0.84
C -1.99 0.33 0.44
C -0.67 -0.29 0.07
Li -0.38 2.29 -0.15
Li 4.56 -0.68 -0.20
H -0.42 -0.94 0.94
H -0.93 -1.03 -0.73
H -2.83 -0.38 0.61

The highest occupied orbital energy is -12.15 eV. The HOMO-LUMO gap comes out at 7.633 eV. Its total charge is +1. The calculation puts the LUMO energy at -4.52 eV.

(8)
Molecular formula: C4H6N2O3
Method: DFT, ωB97M-V/def2-TZVPD

Positions of all 15 atoms, in Å:
O -4.30 0.77 0.96
O -3.03 -0.69 -0.30
O -5.43 -0.37 -0.43
N -1.45 1.03 -0.60
N -4.47 -0.02 0.14
C -0.08 1.26 -0.21
C -1.76 -0.13 -0.14
C 0.57 0.02 0.45
C -0.67 -0.92 0.50
H 0.96 0.31 1.40
H -0.42 -1.87 -0.04
H 1.41 -0.37 -0.05
H 0.44 1.55 -1.13
H -0.09 2.04 0.54
H -1.13 -1.13 1.46

The highest occupied orbital energy is -9.90 eV. The HOMO-LUMO gap comes out at 9.484 eV. Its total charge is 0. The SMILES is O=[N+]([O-])OC1=NCCC1. The calculation puts the LUMO energy at -0.41 eV.

no.,F_max (hartree/bohr)
1,0.05333
2,0.25448
3,0.10792
4,0.07261
5,0.19469
6,0.05485
7,0.05042
8,0.05732